Here is a 8-piece molecular cluster, C52H102ClIN3O11 overall from the Open Molecules 2025 dataset. Energies are from the ωB97M-V functional and the def2-TZVPD basis.

The geometry in XYZ format:
```
170
C52H102ClIN3O11, DFT the ωB97M-V functional and the def2-TZVPD basis
C -2.81 -0.55 5.19
C -1.78 0.52 4.62
C -2.53 1.53 3.65
C -1.63 2.16 2.52
C -0.80 1.08 1.70
C -1.24 1.15 0.19
C -0.48 2.01 -0.70
C 0.75 2.83 -0.20
C 2.04 1.95 0.06
O 2.69 2.22 1.05
C -0.93 2.10 -2.11
C -0.15 3.03 -3.09
O -0.38 4.20 -3.11
O 0.79 2.46 -3.95
C 1.89 1.97 -3.15
C 3.05 1.32 -4.00
C 2.53 -0.09 -4.51
I 3.79 2.61 -5.57
C -2.12 1.31 -2.51
C -2.59 1.46 -3.99
C -2.53 0.12 -4.81
C -1.10 -0.18 -5.44
N -0.73 -1.59 -5.25
C -1.04 -2.44 -6.42
C -1.92 -3.69 -6.09
C -3.07 -3.99 -6.94
C -3.92 -5.15 -6.67
C -3.67 -6.04 -5.53
C -2.52 -5.73 -4.67
C -1.64 -4.58 -4.95
O -0.55 -4.38 -4.10
C -2.82 0.47 -1.51
C -4.09 -0.28 -2.00
C -4.00 -1.86 -1.98
C -5.10 -2.42 -0.98
Cl -4.97 -4.23 -0.74
N -2.35 0.41 -0.20
N -3.09 -0.37 0.67
C -2.49 -1.70 0.98
C -1.23 -2.12 0.13
H -2.82 -0.43 6.30
H -3.85 -0.45 4.77
H -2.49 -1.61 4.96
H -0.90 0.00 4.16
H -1.39 1.12 5.48
H -3.45 1.00 3.27
H -2.89 2.38 4.30
H -0.90 2.89 2.97
H -2.30 2.71 1.78
H 0.28 1.34 1.83
H -0.92 0.03 2.06
H 1.01 3.71 -0.84
H 0.46 3.25 0.81
H 2.39 1.11 -0.60
H 2.29 2.79 -2.50
H 1.55 1.15 -2.44
H 3.86 1.10 -3.25
H 3.25 -0.59 -5.20
H 1.52 0.04 -4.98
H 2.36 -0.72 -3.59
H -2.08 2.28 -4.55
H -3.68 1.76 -3.94
H -2.90 -0.77 -4.24
H -3.25 0.24 -5.68
H -0.37 0.54 -4.96
H -1.13 0.08 -6.53
H -1.17 -2.01 -4.43
H -1.53 -1.90 -7.27
H -0.05 -2.84 -6.81
H -3.32 -3.35 -7.82
H -4.79 -5.32 -7.34
H -4.34 -6.91 -5.33
H -2.33 -6.40 -3.79
H -0.31 -5.26 -3.74
H -4.92 0.00 -1.28
H -4.45 0.03 -3.01
H -4.32 -2.23 -3.00
H -2.98 -2.29 -1.81
H -5.14 -1.87 0.00
H -6.09 -2.25 -1.49
H -3.39 0.14 1.50
H -3.26 -2.52 0.87
H -2.21 -1.72 2.08
H -1.23 -1.79 -0.94
H -1.16 -3.24 0.16
H -0.32 -1.74 0.68
C 7.15 1.84 -4.06
C 6.94 1.56 -2.58
C 8.20 1.02 -1.93
O 5.88 0.61 -2.42
H 7.42 0.92 -4.60
H 6.22 2.21 -4.50
H 7.94 2.57 -4.22
H 6.64 2.48 -2.08
H 8.50 0.07 -2.38
H 8.02 0.82 -0.87
H 9.03 1.72 -2.01
H 6.14 -0.21 -2.86
C -6.23 4.42 0.37
C -5.37 4.52 1.62
C -5.34 5.94 2.16
O -4.04 4.09 1.32
H -5.83 5.05 -0.43
H -6.24 3.39 -0.01
H -7.26 4.72 0.58
H -5.76 3.84 2.39
H -4.91 6.62 1.42
H -4.71 6.00 3.05
H -6.34 6.29 2.41
H -3.69 4.68 0.64
C -5.52 3.31 7.51
C -4.12 2.80 7.84
C -3.54 3.54 9.03
O -3.27 2.97 6.71
H -5.49 4.37 7.24
H -5.92 2.77 6.64
H -6.20 3.17 8.35
H -4.16 1.73 8.06
H -3.44 4.61 8.82
H -2.53 3.17 9.25
H -4.16 3.41 9.92
H -3.23 3.91 6.51
C -3.16 -10.71 -8.15
C -1.85 -10.00 -7.84
C -1.47 -10.14 -6.38
O -1.97 -8.62 -8.17
H -3.98 -10.29 -7.56
H -3.42 -10.59 -9.20
H -3.09 -11.78 -7.92
H -1.05 -10.41 -8.47
H -2.23 -9.70 -5.73
H -0.54 -9.62 -6.17
H -1.35 -11.19 -6.10
H -2.67 -8.24 -7.62
C 5.65 1.02 3.94
C 5.76 -0.36 3.31
C 6.48 -0.30 1.98
O 4.45 -0.89 3.12
H 5.09 1.70 3.30
H 5.12 0.97 4.89
H 6.64 1.45 4.12
H 6.28 -1.03 3.99
H 5.95 0.33 1.27
H 6.54 -1.30 1.53
H 7.50 0.09 2.10
H 3.97 -0.30 2.52
C 0.10 7.06 6.06
C -0.68 5.75 6.08
C 0.18 4.59 5.61
O -1.82 5.87 5.23
H 0.44 7.30 5.05
H -0.53 7.89 6.39
H 0.98 7.00 6.71
H -1.04 5.56 7.09
H 0.52 4.74 4.58
H -0.40 3.66 5.62
H 1.06 4.46 6.25
H -1.51 6.04 4.33
C 10.16 -1.06 3.65
C 10.10 -1.84 4.95
C 9.05 -2.94 4.90
O 9.80 -0.95 6.03
H 9.20 -0.58 3.44
H 10.91 -0.27 3.71
H 10.40 -1.71 2.81
H 11.08 -2.27 5.16
H 8.06 -2.52 4.73
H 9.02 -3.48 5.85
H 9.27 -3.65 4.10
H 8.93 -0.55 5.85
```

Output
* energy: -3791.9202 hartree
* M: 1107.8 g/mol
* total charge: +1
* orbital gap: 6.63 eV

Atom charges from the Löwdin analysis, given in e for atoms 1 to 2: number 1, C, carries -0.11; number 2, C, carries -0.23